Computed, not measured: C8H5BrN2O2 in the gas phase, with ωB97M-V/def2-TZVPD.

```
18
Properties=species:S:1:pos:R:3:lowdin_charge:R:1
O -0.753 -1.574 -2.915 0.124
N 0.235 -1.141 -3.390 -0.396
O 0.677 -1.202 -4.495 0.092
C 1.164 -0.429 -2.437 -0.119
C 2.643 -0.851 -1.948 -0.737
Br 3.960 -1.037 -3.203 0.837
N 2.774 -0.657 -0.710 0.120
C 1.496 -0.368 -0.180 -0.238
C 1.203 -0.313 1.174 -0.037
C -0.090 -0.213 1.568 -0.107
C -1.102 0.081 0.632 -0.079
C -0.795 0.076 -0.723 -0.036
C 0.507 -0.215 -1.117 -0.153
H 1.263 0.580 -3.009 0.199
H 1.934 -0.424 2.043 0.141
H -0.302 -0.146 2.687 0.128
H -2.203 0.254 0.969 0.138
H -1.686 0.260 -1.357 0.125
```

The energy relative to the best compared isomer or geometry (same formula, charge and spin) comes out at 13.7 kcal/mol. The value obtained for the LUMO energy is -0.185 eV. As for the structure (SMILES): O=[N+]([O-])[C@@H]1C(Br)=Nc2ccccc21. Its HOMO-LUMO gap is 9.1 eV.



Computed, not measured: a gas-phase ion, C3H8NOS (charge -1), with ωB97M-V/def2-TZVPD.

```
14
Properties=species:S:1:pos:R:3:lowdin_charge:R:1
N -0.327 0.599 1.701 0.004
C -0.334 -0.364 0.570 -0.504
C -1.854 -0.597 0.265 -0.537
O -2.420 0.520 -0.203 -0.332
C 0.298 0.132 -0.702 -0.492
S 2.171 -0.100 -0.657 0.610
H 0.512 1.172 1.688 0.036
H -1.092 1.240 1.478 0.050
H 0.206 -1.246 0.926 0.098
H -1.877 -1.452 -0.473 0.074
H -2.225 -1.147 1.182 0.081
H 0.027 -0.494 -1.550 0.060
H 0.005 1.157 -0.907 0.068
H 2.365 -0.491 -1.898 -0.217
```

The energy relative to the best compared isomer or geometry (same formula, charge and spin) comes out at 41.9 kcal/mol. The value obtained for the LUMO energy is 3.199 eV. As for the structure (SMILES): N[C@@H](C[O-])CS. Its HOMO-LUMO gap is 5.9 eV. The total charge is -1.



Q: The lowest HOMO-LUMO gap belongs to which entry?
A: C3H8NOS